(a)
# H10O5

5 unconnected molecules or ions with the total composition H10O5 (wB97M-V/def2-TZVPD, OMol25).

Net charge = 0
HOMO-LUMO gap = 11.14 eV
LUMO = 0.21 eV
E_HOMO = -10.93 eV
Multiplicity = 1

Positions of all 15 atoms, in Å:
O: 2.994 2.195 28.841
H: 3.622 2.917 28.850
H: 2.817 2.041 27.913
O: 5.892 2.452 32.616
H: 5.116 2.767 33.080
H: 5.543 1.938 31.888
O: 7.298 -2.422 28.591
H: 7.371 -1.471 28.517
H: 6.361 -2.585 28.694
O: 4.691 -2.582 29.501
H: 4.908 -2.977 30.345
H: 3.931 -3.076 29.193
O: 4.883 0.284 30.555
H: 5.053 -0.539 30.097
H: 3.936 0.403 30.492

(b)
# H10O5

5 unconnected molecules or ions with the total composition H10O5 (wB97M-V/def2-TZVPD, OMol25).

Net charge = 0
HOMO-LUMO gap = 11.76 eV
LUMO = 0.31 eV
E_HOMO = -11.45 eV
Multiplicity = 1

Positions of all 15 atoms, in Å:
O: 1.466 -2.483 -3.326
H: 0.714 -3.001 -3.617
H: 1.204 -2.139 -2.472
O: 1.008 -0.031 -0.221
H: 1.074 0.732 -0.795
H: 0.819 0.334 0.643
O: -2.585 0.548 3.310
H: -1.884 0.026 2.919
H: -2.915 1.084 2.589
O: -0.875 1.035 -4.393
H: -1.117 0.221 -3.951
H: -1.485 1.100 -5.127
O: 1.517 1.125 4.529
H: 2.283 0.780 4.987
H: 0.775 0.669 4.926

Best to worst by energy: (a), (b).

(a)
# H10O5

5 unconnected molecules or ions with the total composition H10O5 (wB97M-V/def2-TZVPD, OMol25).

Net charge = 0
HOMO-LUMO gap = 10.05 eV
LUMO = 0.30 eV
E_HOMO = -9.75 eV
Multiplicity = 1

Positions of all 15 atoms, in Å:
O: -1.993 -0.412 1.326
H: -1.887 -1.144 1.941
H: -1.100 0.009 1.291
O: -2.422 -0.934 -0.835
H: -2.121 -1.674 -1.359
H: -3.406 -0.904 -1.090
O: 1.639 -1.387 -0.137
H: 1.785 -0.717 -0.917
H: 2.385 -1.951 -0.066
O: -1.665 2.259 -0.322
H: -2.065 3.140 -0.390
H: -1.111 2.230 0.561
O: 4.139 0.828 0.091
H: 4.664 0.090 -0.132
H: 3.158 0.566 0.037

(b)
# H10O5

5 unconnected molecules or ions with the total composition H10O5 (wB97M-V/def2-TZVPD, OMol25).

Net charge = 0
HOMO-LUMO gap = 11.02 eV
LUMO = 0.32 eV
E_HOMO = -10.70 eV
Multiplicity = 1

Positions of all 15 atoms, in Å:
O: 0.492 -1.159 2.380
H: 0.489 -0.909 1.435
H: 0.807 -2.069 2.398
O: 2.074 -1.566 -2.032
H: 1.459 -1.385 -2.751
H: 2.773 -0.912 -2.142
O: 1.097 2.572 -0.072
H: 0.648 1.709 -0.126
H: 1.833 2.427 0.532
O: -0.246 0.037 -0.094
H: -1.136 0.217 0.292
H: -0.402 -0.627 -0.773
O: -2.959 0.457 0.141
H: -3.214 1.322 0.489
H: -3.714 -0.115 0.322

Best to worst by energy: (b), (a).

(a)
# C3H3NO2

C3H3NO2 in the gas phase (wB97M-V/def2-TZVPD, OMol25).

Net charge = 0
HOMO-LUMO gap = 11.79 eV
LUMO = 0.04 eV
E_HOMO = -11.75 eV
Multiplicity = 1

Positions of all 9 atoms, in Å:
C: 0.018 1.149 -0.496
O: 0.722 -0.071 -0.756
C: 0.475 -1.180 -0.069
O: 1.000 -2.232 -0.301
C: -0.503 -1.054 1.039
N: -1.273 -0.987 1.899
H: -0.633 1.066 0.376
H: 0.766 1.918 -0.308
H: -0.571 1.390 -1.384

(b)
# C3H3NO2

C3H3NO2 in the gas phase (wB97M-V/def2-TZVPD, OMol25).

Net charge = 0
HOMO-LUMO gap (spin up / spin down) = 8.00 / 8.00 eV
LUMO (spin up / spin down) = -1.15 / -1.15 eV
E_HOMO (spin up / spin down) = -9.15 / -9.15 eV
Multiplicity = 1

Positions of all 9 atoms, in Å:
O: 2.214 -0.165 0.400
C: 1.013 -0.349 0.358
N: 0.347 -1.542 0.455
O: -1.005 -1.227 0.240
C: -1.220 -0.026 -0.122
C: 0.063 0.717 -0.209
H: 0.879 0.639 -1.168
H: -2.285 0.234 -0.211
H: -0.007 1.720 0.257

(c)
# C3H3NO2

2 unconnected molecules or ions with the total composition C3H3NO2 (wB97M-V/def2-TZVPD, OMol25).

Net charge = 0
HOMO-LUMO gap (spin up / spin down) = 7.69 / 9.11 eV
LUMO (spin up / spin down) = -1.13 / -0.07 eV
E_HOMO (spin up / spin down) = -8.82 / -9.18 eV
Multiplicity = 1

Positions of all 9 atoms, in Å:
C: 0.932 0.959 -0.432
C: 0.080 0.170 0.138
C: -0.413 1.581 0.094
N: -0.301 -2.542 0.343
O: -0.994 -2.904 1.168
O: 0.400 -2.832 -0.500
H: 1.644 1.361 -1.090
H: -0.241 2.298 0.980
H: -1.105 1.909 -0.702

Best to worst by energy: (a), (b), (c).